No. 1
{
  "formula": "C41H43BrIN10O7Zr",
  "method": "wB97M-V/def2-TZVPD",
  "spin_multiplicity": 1,
  "orbital_gap_ev": 5.6,
  "charge": 1,
  "lumo_ev": -3.73,
  "symbols": ["Zr", "C", "C", "N", "C", "C", "C", "C", "C", "C", "C", "N", "C", "C", "C", "C", "C", "C", "C", "C", "N", "C", "H", "H", "H", "H", "H", "H", "H", "H", "H", "H", "H", "H", "O", "C", "O", "C", "C", "N", "N", "C", "C", "O", "O", "H", "H", "H", "C", "C", "C", "C", "N", "N", "H", "H", "H", "H", "H", "H", "H", "H", "H", "H", "H", "H", "N", "C", "O", "C", "I", "H", "H", "H", "H", "C", "C", "C", "C", "N", "N", "C", "H", "H", "H", "H", "H", "H", "H", "H", "Br", "C", "C", "C", "C", "C", "C", "C", "O", "O", "H", "H", "H", "H"],
  "coordinates": [[-2.423, -6.658, -18.986], [-2.622, -11.312, -18.667], [-2.992, -9.948, -18.580], [-2.353, -8.950, -19.179], [-1.315, -9.261, -20.108], [-0.854, -10.571, -20.173], [-1.548, -11.591, -19.505], [0.272, -10.816, -21.011], [0.787, -9.792, -21.838], [0.150, -8.530, -21.923], [-0.925, -8.261, -21.054], [-1.533, -7.060, -20.897], [-1.819, -6.126, -21.860], [-0.952, -5.573, -22.840], [-1.495, -4.650, -23.746], [-2.784, -4.164, -23.664], [-3.648, -4.599, -22.618], [-5.061, -4.364, -22.622], [-5.852, -5.092, -21.730], [-5.297, -6.006, -20.858], [-3.948, -6.186, -20.807], [-3.169, -5.623, -21.747], [-3.092, -12.062, -18.023], [-3.795, -9.600, -17.951], [-1.122, -12.610, -19.425], [0.714, -11.815, -20.963], [1.664, -9.939, -22.458], [0.500, -7.747, -22.574], [0.087, -5.827, -22.742], [-0.863, -4.265, -24.561], [-3.182, -3.495, -24.437], [-5.488, -3.657, -23.353], [-6.880, -4.809, -21.611], [-5.914, -6.655, -20.248], [-2.833, 0.285, -21.826], [-2.909, -1.081, -21.707], [-3.974, -1.633, -21.918], [-1.632, -1.715, -21.278], [-0.302, -1.439, -21.618], [0.494, -2.004, -20.656], [-0.207, -2.733, -19.743], [-1.495, -2.623, -20.079], [-2.574, -3.414, -19.340], [-3.661, -2.884, -19.183], [-2.251, -4.610, -19.018], [-1.928, 0.600, -21.660], [0.116, -0.766, -22.409], [1.527, -1.923, -20.639], [-3.148, -8.798, -13.795], [-2.036, -8.134, -14.568], [-1.279, -7.165, -13.613], [-1.020, -9.155, -15.053], [-2.671, -7.464, -15.641], [-1.806, -6.751, -16.536], [-2.768, -9.379, -12.922], [-3.791, -9.427, -14.409], [-3.798, -8.023, -13.373], [-0.959, -7.680, -12.695], [-1.974, -6.348, -13.321], [-0.429, -6.595, -14.055], [-0.578, -9.519, -14.119], [-0.178, -8.711, -15.646], [-1.444, -9.989, -15.623], [-3.428, -6.873, -15.336], [-0.916, -7.310, -16.585], [-1.576, -5.881, -16.098], [-5.237, -4.475, -17.371], [-5.189, -5.764, -17.220], [-4.379, -6.480, -17.985], [-6.063, -6.338, -16.181], [-5.646, -5.618, -14.084], [-4.666, -3.961, -18.104], [-5.992, -3.986, -16.935], [-5.875, -7.421, -16.096], [-7.120, -6.067, -16.261], [-3.081, -0.965, -14.389], [-2.080, -2.036, -14.589], [-0.684, -1.934, -14.644], [-0.212, -3.288, -14.863], [-1.289, -4.148, -14.867], [-2.393, -3.389, -14.666], [1.159, -3.865, -15.046], [-2.759, -0.284, -13.620], [-4.030, -1.426, -14.116], [-3.257, -0.426, -15.311], [0.007, -1.100, -14.481], [-3.374, -3.731, -14.773], [1.852, -3.218, -14.571], [1.447, -3.836, -16.092], [1.261, -4.914, -14.714], [5.879, -9.032, -17.116], [4.317, -8.084, -17.717], [3.318, -7.723, -16.795], [2.152, -7.099, -17.247], [2.019, -6.808, -18.598], [3.085, -7.096, -19.540], [4.197, -7.746, -19.078], [0.766, -6.230, -19.208], [0.865, -5.706, -20.326], [-0.384, -6.533, -18.591], [3.482, -7.939, -15.748], [1.320, -6.913, -16.564], [2.990, -6.832, -20.591], [5.032, -8.033, -19.751]],
  "forces_ev_per_a": [[0.94, 1.00, 0.07], [0.62, 0.63, -0.72], [0.53, 0.44, 0.23], [0.67, -0.69, -1.50], [-1.84, 0.31, 0.67], [1.02, -0.04, -1.31], [-0.11, -0.96, 2.31], [0.61, 0.62, -0.67], [-0.99, -0.67, 0.70], [-0.74, -0.83, 1.20], [1.68, 0.04, 0.18], [-1.13, -0.15, 0.47], [0.57, 1.31, -1.00], [-1.82, -0.83, 1.95], [0.00, 0.90, -0.71], [0.15, -0.05, 0.01], [-0.65, -1.26, -1.04], [0.67, -0.32, 0.59], [0.14, 1.42, -0.76], [2.36, -0.02, 0.05], [-1.93, -0.75, 0.68], [0.44, 0.97, -0.95], [0.07, 0.32, -0.54], [-0.20, -0.22, 0.37], [-0.30, 0.65, -0.63], [-0.03, 0.41, -0.27], [-0.07, -0.29, 0.11], [0.11, -0.17, -0.08], [0.18, 0.07, -0.49], [-0.25, -0.25, 0.43], [0.26, -0.18, 0.44], [0.22, -0.35, 0.69], [-0.48, -0.39, -0.32], [0.16, 0.29, 0.38], [0.23, -0.59, -0.11], [-1.28, 0.00, -0.70], [1.86, 0.77, 0.42], [1.04, -1.51, 1.96], [-0.60, 0.82, 0.61], [-0.51, -0.11, -0.51], [-0.30, 0.31, -0.88], [1.13, 1.09, -1.54], [0.73, 1.41, -1.25], [-0.47, -0.43, 0.64], [-0.28, -0.43, 0.44], [-0.40, -0.24, 0.08], [-0.44, -0.92, 0.88], [-1.29, -0.44, 0.28], [-0.31, -0.26, 1.27], [1.32, 0.13, 1.21], [-0.42, 0.96, 0.20], [0.71, -0.07, -0.06], [-0.79, -0.30, -1.81], [0.02, -1.65, -0.49], [-0.20, 0.31, -0.73], [0.21, -0.19, -0.17], [0.08, -0.08, 0.02], [0.05, 0.13, -0.34], [0.25, -0.50, 0.02], [-0.43, -0.80, 0.09], [0.16, -0.35, -0.41], [-0.64, -0.36, 0.49], [-0.04, 0.19, 0.12], [0.16, 0.29, 0.08], [-1.22, 0.90, -0.17], [0.64, 1.17, 0.25], [0.45, 0.83, -1.22], [2.67, -0.88, -2.38], [-2.23, 1.12, 2.49], [-0.02, -1.36, 1.67], [-0.12, -0.15, -1.24], [-0.31, -0.26, 0.40], [-0.10, 0.43, 0.36], [-0.43, 0.57, -0.14], [0.33, -0.24, -0.31], [-0.55, -0.70, -0.26], [1.52, -1.01, 0.31], [0.15, -1.84, -0.25], [-3.02, -0.85, 0.45], [1.16, 0.93, -0.31], [-0.05, 2.05, -0.45], [-0.65, -0.18, -0.51], [-0.01, 0.29, 0.28], [-0.12, 0.20, 0.22], [0.05, 0.27, -0.20], [-0.79, -0.15, -0.23], [1.61, 0.08, 0.18], [0.88, 0.33, 0.78], [-0.11, -0.08, -0.35], [-0.18, 0.64, 0.10], [-0.63, 0.41, -0.21], [-0.58, 0.45, 0.29], [0.79, -0.29, -0.51], [0.17, -0.42, -0.45], [0.65, 0.08, -1.16], [-1.45, 0.33, 1.45], [1.40, -0.78, 0.18], [-0.32, -0.43, -1.95], [-0.60, -0.31, 1.97], [1.32, 0.31, -0.11], [-0.15, -0.06, 0.00], [0.34, 0.14, -0.15], [-0.16, -0.01, 0.35], [-0.76, 0.29, 0.45]]
}

No. 2
{
  "formula": "C36H53NP2Yb",
  "method": "wB97M-V/def2-TZVPD",
  "spin_multiplicity": 2,
  "orbital_gap_ev": [7.4, 7.2],
  "charge": 1,
  "lumo_ev": [-2.68, -2.94],
  "symbols": ["Yb", "C", "C", "C", "C", "C", "C", "H", "H", "H", "C", "H", "H", "H", "C", "H", "H", "H", "C", "H", "H", "H", "C", "H", "H", "H", "C", "C", "C", "C", "C", "C", "C", "C", "H", "H", "H", "H", "H", "H", "H", "H", "H", "H", "H", "H", "P", "P", "C", "C", "H", "H", "H", "H", "C", "H", "H", "H", "C", "H", "H", "H", "C", "H", "H", "H", "C", "H", "H", "H", "C", "C", "C", "C", "C", "C", "N", "C", "C", "C", "C", "C", "C", "H", "H", "H", "H", "H", "H", "H", "H", "H", "H"],
  "coordinates": [[-0.538, 0.417, 0.586], [-0.728, -2.141, 0.990], [0.613, -2.206, 0.535], [0.561, -0.770, 2.326], [-0.769, -1.282, 2.125], [1.404, -1.363, 1.348], [-1.904, -2.810, 0.385], [-1.670, -3.241, -0.597], [-2.765, -2.133, 0.264], [-2.242, -3.636, 1.029], [-2.013, -0.741, 2.709], [-2.891, -1.006, 2.102], [-1.996, 0.357, 2.844], [-2.188, -1.162, 3.706], [0.934, 0.390, 3.162], [0.906, 0.126, 4.228], [0.253, 1.259, 3.024], [1.959, 0.720, 2.939], [2.872, -1.165, 1.250], [3.385, -1.753, 2.028], [3.171, -0.118, 1.405], [3.273, -1.494, 0.282], [1.138, -3.092, -0.535], [1.556, -4.022, -0.112], [1.948, -2.607, -1.102], [0.354, -3.383, -1.247], [-2.165, 0.977, -7.096], [-2.071, -0.367, -7.148], [-1.093, -1.168, -7.953], [0.213, -0.450, -8.376], [1.026, 0.103, -7.236], [0.915, 1.281, -6.629], [-0.031, 2.396, -6.973], [-1.295, 1.993, -7.774], [-1.587, -1.533, -8.871], [-0.012, 0.297, -9.146], [-0.819, -2.072, -7.385], [-1.008, 1.712, -8.793], [-2.995, 1.410, -6.531], [-2.837, -0.959, -6.639], [-1.902, 2.908, -7.871], [-0.350, 2.898, -6.046], [1.648, 1.537, -5.847], [0.509, 3.161, -7.558], [0.839, -1.211, -8.868], [1.829, -0.577, -6.912], [-1.131, 0.055, -2.267], [1.659, 1.374, -1.209], [-0.261, 1.286, -3.355], [0.688, 2.233, -2.559], [-1.040, 1.883, -3.859], [0.286, 0.735, -4.147], [1.428, 2.699, -3.234], [0.109, 3.043, -2.065], [2.498, 2.728, -0.331], [3.155, 2.259, 0.417], [1.770, 3.374, 0.186], [3.125, 3.337, -0.993], [3.015, 0.602, -2.137], [3.455, 1.286, -2.873], [2.656, -0.301, -2.655], [3.795, 0.318, -1.415], [-2.861, 0.653, -2.169], [-3.406, -0.024, -1.484], [-3.375, 0.648, -3.142], [-2.901, 1.678, -1.759], [-1.259, -1.445, -3.270], [-0.278, -1.948, -3.289], [-1.585, -1.260, -4.302], [-1.990, -2.105, -2.782], [0.288, 6.277, 0.516], [-0.511, 5.601, -0.407], [-0.927, 4.295, -0.143], [-0.560, 3.691, 1.082], [0.324, 4.353, 1.969], [0.707, 5.662, 1.697], [-1.230, 2.521, 1.486], [-2.263, 2.826, 2.398], [-2.078, 2.610, 3.791], [-2.910, 3.229, 4.716], [-3.958, 4.032, 4.286], [-4.206, 4.201, 2.922], [-3.415, 3.552, 1.970], [0.610, 7.302, 0.297], [-0.830, 6.082, -1.334], [-1.623, 3.756, -0.791], [0.623, 3.839, 2.892], [1.334, 6.204, 2.414], [-1.221, 2.033, 4.157], [-2.709, 3.082, 5.781], [-4.589, 4.521, 5.029], [-5.022, 4.853, 2.606], [-3.610, 3.667, 0.898]],
  "forces_ev_per_a": [[0.65, 1.37, -0.78], [0.43, 0.61, 0.22], [-0.28, 0.36, 0.08], [-0.48, -0.81, -0.62], [1.00, -0.48, -0.33], [-0.72, 0.42, 0.05], [-0.52, -0.62, -0.10], [-0.08, 0.14, 0.24], [0.17, -0.20, -0.01], [-0.05, 0.17, -0.24], [-0.73, 0.07, 0.67], [0.14, 0.11, 0.19], [-0.09, -0.29, 0.00], [-0.12, 0.22, -0.06], [0.34, 0.59, 1.07], [0.01, 0.21, -0.09], [0.43, -0.38, 0.11], [-0.33, -0.02, 0.10], [0.68, -0.06, 0.08], [-0.08, 0.17, -0.24], [-0.07, -0.25, -0.07], [-0.12, 0.10, 0.22], [0.27, -0.36, -0.48], [-0.15, 0.31, -0.15], [-0.23, -0.16, 0.12], [0.22, 0.05, 0.15], [-0.21, -1.02, 0.17], [-0.30, 0.96, -0.14], [0.42, -0.13, -0.08], [-0.07, -0.46, -0.41], [0.38, -0.34, 0.17], [0.35, 0.24, -0.02], [-0.32, 0.07, -0.12], [0.09, 0.77, -0.11], [0.08, 0.06, 0.30], [0.25, -0.30, 0.28], [-0.09, 0.17, -0.10], [-0.28, 0.13, 0.39], [0.20, -0.23, 0.01], [0.17, 0.23, -0.05], [0.23, -0.23, -0.09], [0.09, -0.09, -0.16], [-0.27, -0.22, -0.32], [-0.10, -0.19, 0.23], [-0.22, 0.25, 0.04], [-0.35, 0.37, 0.07], [-0.31, 0.56, 0.18], [-0.73, 0.73, 0.04], [0.22, 0.13, 0.16], [0.02, -0.05, 0.16], [0.31, -0.25, 0.05], [-0.29, 0.21, 0.46], [-0.39, -0.03, 0.16], [0.40, -0.47, -0.31], [0.25, 0.24, 0.05], [-0.17, 0.20, -0.10], [0.34, -0.28, -0.24], [-0.13, -0.08, 0.06], [0.16, -0.55, 0.05], [-0.18, -0.04, 0.19], [0.21, 0.24, 0.15], [-0.19, -0.06, -0.28], [-0.36, 0.02, -0.12], [0.09, 0.33, -0.27], [0.17, 0.00, 0.24], [0.05, -0.40, -0.08], [0.07, -0.53, 0.00], [-0.36, 0.09, -0.01], [0.08, 0.17, 0.24], [0.27, 0.06, -0.17], [0.20, 0.42, -0.23], [0.15, -0.30, -0.15], [0.35, 0.27, 0.91], [-0.25, 0.79, -0.29], [-0.62, -0.16, -0.33], [0.23, -0.15, -0.03], [0.58, -2.92, -1.20], [-0.79, 0.77, 1.04], [0.04, 0.39, -0.77], [-0.05, -0.34, 0.08], [-0.16, 0.15, 0.11], [-0.04, -0.34, -0.07], [0.82, -0.17, 0.67], [-0.21, -0.44, 0.14], [0.15, -0.02, 0.31], [0.17, 0.26, 0.18], [-0.20, 0.31, -0.34], [-0.23, -0.19, -0.37], [-0.30, 0.30, -0.24], [-0.18, 0.11, -0.35], [0.17, -0.05, -0.29], [0.16, -0.28, 0.04], [0.16, 0.07, 0.41]]
}

No. 3
{
  "formula": "C2H13NO3",
  "method": "wB97M-V/def2-TZVPD",
  "spin_multiplicity": 1,
  "orbital_gap_ev": 10.9,
  "charge": 0,
  "smiles": "CCN.O.O.O",
  "lumo_ev": 0.69,
  "symbols": ["C", "C", "N", "H", "H", "H", "H", "H", "H", "H", "H", "H", "O", "H", "H", "O", "H", "H", "O"],
  "coordinates": [[0.293, -2.231, -0.537], [-1.073, -1.570, -0.205], [-1.240, -1.486, 1.281], [1.058, -1.578, -0.197], [0.397, -2.422, -1.605], [0.238, -3.201, -0.048], [-1.855, -2.197, -0.619], [-1.093, -0.581, -0.660], [-0.280, -1.228, 1.529], [-1.211, -2.420, 1.638], [1.866, 1.154, -1.611], [1.830, 2.038, -2.829], [1.772, 1.112, -2.568], [-1.847, 1.875, 1.990], [-1.594, 0.628, 0.951], [-1.472, 1.556, 1.172], [1.751, 1.645, 1.613], [0.483, 1.908, 0.823], [1.445, 2.025, 0.784]],
  "forces_ev_per_a": [[-2.13, -0.28, -0.50], [0.84, -0.86, 0.12], [1.19, 0.86, -1.04], [1.02, 0.21, 0.38], [0.12, 0.18, -0.05], [0.67, -0.08, 0.20], [-0.36, 0.19, -0.10], [-0.31, 0.09, 0.09], [-0.29, 0.58, 0.55], [-0.65, -0.86, 0.15], [-0.01, -0.01, 0.23], [-0.03, -0.09, -0.08], [0.01, 0.14, 0.00], [-0.33, -0.77, 0.19], [-0.62, -0.23, 1.02], [0.98, 0.97, -1.09], [0.10, 0.06, -0.03], [-0.23, 0.11, 0.03], [0.02, -0.22, -0.09]]
}

Across the entries above, strongest force on any atom takes the values 3.7, 3.2, 2.2 eV Å⁻¹, respectively.
Across the entries above, energy above the lowest of the compared OMol25 structures with the same formula, charge and spin takes the values 35.3, 0.0, 20.4 kcal/mol, respectively.